<1>
ORCA calculation (ωB97M-V with the def2-TZVPD basis set) on a 4-piece molecular cluster, BrClFHN3O overall.

Geometry as ORCA input:
```
! wB97M-V def2-TZVPD RIJCOSX def2/J DEFGRID3
* xyz -1 1
N -0.00436 -4.06190 0.56044
N 0.90422 -3.57986 0.99657
N -1.40513 -2.64140 3.38890
O -0.89389 -4.63628 0.08046
F 1.35371 0.75877 -0.20957
Cl -1.25392 -0.34285 -0.32692
Br -1.48918 -1.14325 2.57138
H 0.53736 0.34883 -0.22781
*
```

Calculated values
gap between HOMO and LUMO (spin up / spin down) = 0.2718 / 0.2692 Eh


<2>
ORCA calculation (ωB97M-V with the def2-TZVPD basis set) on a 3-piece molecular cluster, BrClFHN3O overall.

Geometry as ORCA input:
```
! wB97M-V def2-TZVPD RIJCOSX def2/J DEFGRID3
* xyz -1 1
N -0.31960 0.54963 0.97558
N -0.27671 1.45385 0.18994
N 0.09599 1.71652 -0.96519
O -0.73095 0.44790 2.12157
F -1.00290 -2.23716 -1.12930
Cl 1.05351 -1.33380 0.61494
Br 1.80560 1.44101 -1.63832
H -0.62495 -2.03796 -0.16922
*
```

Calculated values
gap between HOMO and LUMO (spin up / spin down) = 0.2624 / 0.2593 Eh


<1> is preferred energetically. Next in line: 73.9 kJ/mol higher.